(1)
31
Properties=species:S:1:pos:R:3:forces:R:3:lowdin_charge:R:1 method="wB97M-V/def2-TZVPD" orbital_gap_ev=8.35 charge=0 e_above_lowest_kj_mol=472.64 e_homo_ev=-8.1
N 0.207699 1.020504 0.781532 -0.186 -1.381 -0.125 -0.226
C -1.577725 2.386155 -0.299036 -1.280 0.264 3.228 -0.066
H -2.497123 -3.312243 0.249558 -0.885 0.366 -0.069 0.104
C 0.561647 -2.046523 0.795875 0.224 0.645 -0.817 -0.239
H -0.290650 2.979876 1.254730 0.243 -0.324 0.474 0.118
H -1.530708 -2.976753 -1.080452 0.527 -0.263 -1.936 0.082
H 1.689153 2.101042 1.834333 -0.783 0.598 0.078 0.109
H 1.257015 -2.250322 0.009284 0.520 -0.454 -0.812 0.058
H 2.544395 1.333908 -1.083344 -0.931 -0.030 0.798 0.044
H -1.026078 -3.219964 1.771036 0.236 -0.099 1.164 0.082
C 1.988797 -0.212330 -3.545173 -0.356 -0.217 -0.167 -0.211
C -0.516503 -3.107949 0.843545 -1.187 -1.346 -2.691 -0.230
H 2.507511 -0.173796 -4.490582 -0.101 0.069 0.527 -0.034
C 1.575016 1.387539 1.026926 2.725 -1.358 0.481 -0.288
H -2.357073 1.663086 -0.310090 -1.175 -0.243 -0.384 0.046
H 2.186065 0.576407 1.519005 -0.869 -0.036 -0.864 0.122
H 3.355880 2.287256 0.112796 -0.668 -0.347 0.309 0.087
C 1.247598 -0.357577 -2.582726 -0.671 -0.027 1.389 -0.233
H -2.827247 -0.811335 -0.560263 -0.048 0.400 -0.901 0.069
H -1.565337 1.755721 1.692745 1.205 0.311 -0.010 0.125
H -0.303404 -4.191281 0.402772 0.287 2.283 1.296 0.153
C -1.721268 -2.651444 -0.111233 0.885 -1.112 1.712 -0.283
H -1.951244 3.408295 -0.325151 -0.100 -0.142 0.156 0.090
C -0.754943 2.038186 0.959116 -2.627 1.960 0.280 -0.287
H 1.847639 2.838481 -0.421045 -0.754 1.189 -0.923 0.049
H 1.226665 -1.886544 1.626256 -0.167 -0.001 0.783 0.070
H -1.005066 2.192299 -1.082988 2.547 -0.455 -3.819 0.020
Si -0.257125 -0.470621 0.132690 1.324 -0.674 -0.680 0.865
H -2.363881 -1.066083 1.069923 0.667 0.303 -1.040 0.125
C 2.332806 1.938167 -0.173952 1.878 -0.150 -0.011 -0.090
C -1.982513 -1.172156 -0.016090 -0.479 0.274 2.573 -0.229



(2)
40
Properties=species:S:1:pos:R:3:forces:R:3:lowdin_charge:R:1 method="wB97M-V/def2-TZVPD" orbital_gap_ev=9.45 charge=0 e_above_lowest_kj_mol=1412.53 e_homo_ev=-8.9
C 0.671641 -0.814670 -1.867445 14.150 -7.720 -2.167 -0.059
H 2.761638 -0.500704 -2.981822 -3.918 0.939 -0.135 0.211
H 2.419173 -1.096559 -0.418755 1.081 0.348 0.476 0.084
H 1.107255 -0.449316 -3.878993 -1.737 -0.368 -4.538 0.049
C -2.934327 -0.301550 4.238932 -1.406 3.030 -1.791 0.015
C 1.466169 -0.128078 -3.018869 4.420 0.038 7.087 -0.197
C 3.301809 3.900246 -5.261676 -2.153 13.103 4.916 -0.181
H -0.057660 -0.361532 -1.686547 -11.793 6.458 2.105 -0.051
O -0.123276 -0.337538 1.318862 -6.032 3.711 3.653 0.126
N -1.792726 -2.648182 1.823959 1.890 -3.436 -4.119 0.158
Br -4.145134 -4.143032 6.540248 0.675 0.544 -0.259 0.713
C 3.158795 2.779917 -5.565810 4.462 -17.603 -8.365 -0.207
C 2.741223 1.640344 -4.903154 -2.908 2.678 5.472 -0.035
C -2.470296 -1.654327 3.740251 -3.274 11.906 2.214 -0.261
H -2.735043 0.746709 3.659223 0.023 -3.178 1.103 0.163
H -4.100468 0.864141 5.680751 0.054 -1.434 -0.675 0.120
C 0.479209 -1.113123 0.646811 9.623 -6.370 -3.295 -0.561
C -3.543093 -2.500951 5.713410 3.559 -6.108 -3.958 -0.646
H -2.179891 -3.593264 4.354042 -0.914 1.620 0.072 0.159
H -4.594087 -1.445855 6.949419 -0.863 0.644 0.193 0.094
C 1.609330 -0.411503 -0.374137 -6.864 -2.821 -1.384 0.071
H -2.396926 -3.407788 2.048536 -0.444 -0.269 0.143 0.080
H 3.950336 2.288836 -6.438732 -2.346 1.909 1.502 0.189
H 2.610872 5.516687 -3.841328 -0.693 -2.065 -1.215 0.144
H 1.491851 0.646759 -0.174533 1.105 0.050 -0.494 0.097
C -3.828711 -0.146059 5.262863 1.609 -1.717 1.086 -0.032
H 2.758688 0.663129 -5.082681 0.503 -3.625 -1.976 0.055
H -0.891216 -2.969459 1.065721 -2.665 1.846 3.275 0.208
O 1.444577 1.297646 -2.648053 2.004 -1.895 -4.214 -0.097
C -4.067353 -1.417694 6.017265 -3.016 7.643 2.297 -0.180
H 3.636814 4.563906 -5.918129 2.055 2.832 -2.426 0.083
C 2.151068 3.537415 -3.253427 -3.254 -3.705 1.642 0.004
C -1.723791 -1.629241 2.672529 3.710 -4.663 -8.676 -0.526
C 2.196923 1.951581 -3.674578 -2.034 5.464 3.109 -0.147
C -2.670882 -2.558422 4.512745 -1.799 -12.217 7.701 -0.067
O 0.742861 -2.327214 0.909529 -1.886 1.475 -0.953 -0.018
C 2.496990 4.399441 -4.194945 2.515 3.437 2.216 -0.111
N -0.956541 -0.705850 2.477877 4.026 7.356 1.486 0.199
H 0.527063 -2.037139 -2.175804 0.428 3.583 1.531 0.194
H 1.487135 3.902292 -2.273555 2.109 -1.422 -2.637 0.161



(3)
23
Properties=species:S:1:pos:R:3:forces:R:3:lowdin_charge:R:1 method="wB97M-V/def2-TZVPD" orbital_gap_ev="7.97 / 4.21" charge=+1 e_above_lowest_kj_mol=52.29 e_homo_ev="-12.6 / -12.6" s2=0.764 multiplicity=2
O 1.679148 -0.603173 0.666926 -0.412 0.497 0.307 -0.063
H -1.314907 1.965186 1.643871 0.792 0.423 -0.968 0.126
O -0.873430 -2.176885 -0.467363 -0.019 0.246 0.604 -0.052
C -3.682021 1.691585 1.989841 -1.609 -0.026 0.106 0.220
C -2.697126 1.399875 2.892206 1.814 0.476 0.707 -0.106
H 3.154162 -3.492035 0.648464 0.132 0.103 -0.137 0.051
H 1.817869 -0.039061 1.438510 0.263 -0.213 -0.154 0.038
H 2.654313 1.055835 -2.159313 0.412 -0.386 -0.224 0.040
H 0.073705 0.084021 -4.490556 -0.063 -0.154 0.029 0.023
H -0.968758 -1.403566 0.107120 0.064 -0.160 -0.377 0.008
H 1.423967 -1.469276 1.010185 0.217 -0.131 -0.051 0.012
H 2.546995 -2.457142 -0.343702 0.311 -0.182 -0.003 0.028
H -0.467921 -2.829364 0.119153 0.011 -0.192 -0.307 0.033
O 0.527594 0.827694 -4.889065 0.106 0.266 0.104 -0.072
H 1.081440 1.195422 -4.179255 -0.121 -0.150 -0.152 -0.013
H -2.793001 1.041189 3.908064 -0.744 -0.414 -0.123 0.152
O 2.386246 -3.295995 0.104336 -0.494 0.041 0.135 -0.050
H 3.224560 1.035963 -3.659148 0.111 -0.269 0.483 0.064
N -1.421259 1.607379 2.563815 -0.917 -1.426 -0.079 0.229
H -4.696555 1.423159 2.268937 0.022 0.174 -0.195 0.109
H -0.768267 0.879646 2.855778 0.392 0.800 0.414 0.156
O 2.627807 1.455507 -3.030694 -0.456 0.655 -0.204 -0.045
H -3.514559 2.104037 1.001888 0.189 0.024 0.085 0.112